(1)
C4H7NS in the gas phase. Source: OMol25; level of theory: wB97M-V/def2-TZVPD.

The geometry in XYZ format:
```
13
Properties=species:S:1:pos:R:3:nbo_charge:R:1
C -0.93 0.39 -1.70 -0.6574
C -0.40 0.40 -0.30 0.2770
N -0.79 1.30 0.51 -0.5625
S -0.18 1.14 2.05 0.4198
C 0.89 -0.27 1.67 -0.5832
C 0.53 -0.67 0.23 -0.4786
H -1.26 1.40 -2.02 0.2400
H -1.78 -0.27 -1.84 0.2281
H -0.16 0.07 -2.39 0.2136
H 0.74 -1.12 2.38 0.2301
H 1.98 -0.02 1.71 0.2210
H 1.39 -0.75 -0.47 0.2270
H -0.03 -1.60 0.16 0.2250
```

Summary:
* highest occupied orbital energy: -8.10 eV
* HOMO-LUMO gap: 9.1 eV


(2)
2 unconnected molecules or ions with the total composition C4H7NS. Source: OMol25; level of theory: wB97M-V/def2-TZVPD.

The geometry in XYZ format:
```
13
Properties=species:S:1:pos:R:3:nbo_charge:R:1
C 1.76 -2.49 2.22 -0.0876
N 0.56 -1.96 2.11 -0.5163
S 0.02 -0.55 2.84 -0.1629
H 2.37 -2.20 2.97 0.1931
H 1.93 -3.42 1.72 0.1784
H -0.04 -2.46 1.51 0.3975
C 1.09 1.16 -1.06 -0.5111
C 0.00 1.85 -1.05 0.1168
C -1.22 2.36 -0.89 -0.4923
H 1.41 0.76 -0.15 0.2306
H 1.69 1.08 -2.03 0.2255
H -1.41 3.40 -0.62 0.2174
H -2.06 1.84 -1.12 0.2109
```

Summary:
* highest occupied orbital energy (alpha / beta): -8.16 / -8.16 eV
* HOMO-LUMO gap (alpha / beta): 7.9 / 7.9 eV


Most stable pick: (1). Distance to second place: 82.4 kcal/mol.


(1)
A molecular structure, C20H32BBaBr16O8. Source: OMol25; level of theory: wB97M-V/def2-TZVPD.

The geometry in XYZ format:
```
78
Properties=species:S:1:pos:R:3:lowdin_charge:R:1
Ba -2.77 -4.86 -3.34 1.8509
O -0.47 -3.96 -2.45 -0.1716
C -0.10 -2.97 -1.82 -0.3974
O -0.85 -1.95 -1.61 0.1925
B -0.16 -0.94 -0.77 -0.8981
O 1.17 -1.52 -0.55 0.2509
C 1.23 -2.74 -1.08 -0.3829
O 2.04 -3.58 -0.94 0.1706
O -0.92 -0.86 0.51 0.2087
C -1.45 0.36 0.63 -0.3773
O -2.11 0.75 1.54 0.0370
C -1.00 1.18 -0.62 -0.2911
O -0.19 0.39 -1.34 0.2570
O -1.31 2.29 -0.87 0.1566
Br 0.79 -2.75 5.52 0.5896
C 1.09 -1.25 4.26 -0.6640
C 1.48 -1.72 2.88 -0.6986
Br 3.12 -2.77 2.88 0.6463
H 1.88 -0.66 4.70 0.0644
H 0.16 -0.69 4.25 0.0101
H 1.71 -0.83 2.29 0.0436
H 0.63 -2.14 2.35 0.0567
Br 0.13 6.60 0.21 0.6390
C 0.01 4.67 0.68 -0.8666
C 0.86 4.41 1.90 -0.5532
Br 0.65 2.49 2.36 0.8511
H 0.39 4.11 -0.17 0.0516
H -1.03 4.43 0.85 -0.4155
H 0.57 5.05 2.73 0.0466
H 1.92 4.45 1.67 0.0575
Br -0.63 3.62 5.23 0.6383
C -1.55 2.36 4.03 -0.8364
C -1.78 0.97 4.66 -0.6830
Br -3.09 1.14 6.10 0.6167
H -0.90 2.30 3.16 -0.2457
H -2.46 2.85 3.72 -0.0038
H -0.80 0.59 4.97 0.0300
H -2.13 0.20 3.97 0.0164
Br 4.34 0.44 -3.28 0.6367
C 3.10 -1.06 -3.53 -0.6981
C 3.34 -1.71 -4.89 -0.7459
Br 2.14 -3.16 -5.23 0.6371
H 2.07 -0.70 -3.45 0.0148
H 3.18 -1.75 -2.69 0.0320
H 4.36 -2.12 -4.86 0.0562
H 3.38 -1.02 -5.73 0.0193
Br -5.01 -0.60 3.08 0.7213
C -4.07 -1.29 1.50 -0.7470
C -4.76 -2.48 0.93 -0.5620
Br -3.61 -3.08 -0.57 0.6105
H -3.06 -1.50 1.83 0.0495
H -4.05 -0.44 0.83 -0.0836
H -5.74 -2.20 0.55 0.0770
H -4.89 -3.32 1.61 0.0728
Br 4.43 -5.48 0.67 0.6180
C 5.43 -4.51 -0.72 -0.6707
C 5.25 -3.03 -0.45 -0.6928
Br 6.49 -1.90 -1.51 0.5913
H 5.12 -4.79 -1.73 0.0592
H 6.49 -4.73 -0.79 0.0560
H 5.58 -2.87 0.58 0.0281
H 4.24 -2.67 -0.55 0.0188
Br -2.43 1.13 -4.99 0.5970
C -0.90 2.26 -4.65 -0.6794
C 0.40 1.48 -4.40 -0.6425
Br 0.93 0.52 -6.04 0.6565
H -1.05 2.93 -3.81 0.0624
H -0.78 2.87 -5.54 0.0509
H 0.32 0.75 -3.60 0.0198
H 1.23 2.12 -4.12 0.0688
Br -2.14 4.46 1.62 1.0458
C -2.76 3.43 0.07 -0.4489
C -3.62 2.29 0.62 -0.5736
Br -4.24 1.13 -0.85 0.7884
H -1.88 3.13 -0.48 -0.1622
H -3.42 4.10 -0.48 0.0770
H -4.48 2.65 1.17 0.0699
H -3.06 1.74 1.38 -0.0250
```

Summary:
* highest occupied orbital energy: -9.14 eV
* charge: +1
* HOMO-LUMO gap: 3.3 eV


(2)
A molecular structure, C20H32BBaBr16O8. Source: OMol25; level of theory: wB97M-V/def2-TZVPD.

The geometry in XYZ format:
```
78
Properties=species:S:1:pos:R:3:lowdin_charge:R:1
Ba -5.61 3.39 -3.66 1.9227
O -5.20 1.22 -1.85 -0.0346
C -4.05 0.97 -1.58 -0.4205
O -3.53 -0.10 -1.08 0.2864
B -2.08 0.11 -0.88 -0.9349
O -1.77 1.39 -1.56 0.2504
C -2.87 1.85 -2.05 -0.3926
O -3.03 2.81 -2.78 -0.1137
O -1.30 -0.99 -1.44 0.1835
C -0.44 -1.45 -0.55 -0.3708
O 0.35 -2.32 -0.73 0.1580
C -0.73 -0.68 0.76 -0.3598
O -1.76 0.09 0.53 0.2383
O -0.19 -0.88 1.80 0.1431
Br 3.51 0.14 -3.14 0.7214
C 1.99 1.12 -2.40 -0.6984
C 2.53 2.18 -1.45 -0.6526
Br 0.99 2.82 -0.43 0.7137
H 1.31 0.44 -1.88 0.0307
H 1.45 1.56 -3.24 0.0340
H 3.00 2.97 -2.01 0.0267
H 3.20 1.68 -0.76 0.0377
Br -3.74 -0.32 4.76 0.6505
C -1.85 0.18 4.76 -0.7211
C -1.12 -0.40 5.97 -0.7029
Br -1.59 0.67 7.56 0.5909
H -1.66 1.24 4.70 0.0258
H -1.40 -0.34 3.92 0.0350
H -0.05 -0.35 5.77 0.0414
H -1.46 -1.39 6.23 -0.0018
Br 5.10 -5.47 -0.76 0.6012
C 3.65 -4.16 -0.79 -0.7311
C 3.90 -3.07 -1.79 -0.7264
Br 4.13 -3.69 -3.64 0.5497
H 3.70 -3.74 0.22 -0.0375
H 2.71 -4.71 -0.86 -0.0169
H 4.82 -2.52 -1.62 0.0401
H 3.09 -2.35 -1.79 -0.0056
Br 3.68 -1.47 1.56 0.7588
C 3.11 0.31 2.05 -0.6963
C 2.30 0.25 3.36 -0.6579
Br 1.41 1.97 3.58 0.6660
H 2.42 0.74 1.32 -0.0027
H 3.94 0.99 2.22 0.0655
H 2.93 0.10 4.23 0.0645
H 1.51 -0.48 3.28 0.0077
Br 1.19 -3.57 -5.37 0.6379
C -0.15 -2.59 -4.34 -0.7058
C -1.38 -2.48 -5.19 -0.6591
Br -2.93 -2.07 -4.04 0.6635
H 0.22 -1.68 -3.87 0.0580
H -0.36 -3.13 -3.41 0.0464
H -1.65 -3.41 -5.69 0.0445
H -1.28 -1.64 -5.86 0.0554
Br -4.91 2.65 1.96 0.6099
C -3.20 2.86 2.89 -0.6629
C -2.06 3.18 1.97 -0.6716
Br -2.32 4.89 1.03 0.5841
H -2.95 1.92 3.38 -0.0133
H -3.37 3.67 3.60 0.0649
H -2.04 2.38 1.22 0.0248
H -1.09 3.17 2.44 0.0202
Br -2.39 6.00 -2.69 0.5978
C -0.86 4.90 -3.29 -0.6768
C 0.29 5.75 -3.78 -0.6495
Br 1.82 4.61 -4.27 0.6853
H -1.21 4.33 -4.15 0.0470
H -0.67 4.15 -2.52 0.0030
H 0.60 6.50 -3.06 0.0616
H -0.04 6.29 -4.67 0.0573
Br 0.03 -3.51 4.89 0.7036
C 0.78 -3.91 3.14 -0.7210
C 0.62 -5.39 2.85 -0.6531
Br 0.90 -5.52 0.93 0.7235
H 1.83 -3.63 3.13 0.0367
H 0.28 -3.32 2.39 0.0120
H -0.37 -5.71 3.15 0.0503
H 1.35 -6.05 3.30 0.0598
```

Summary:
* highest occupied orbital energy: -10.54 eV
* charge: +1
* HOMO-LUMO gap: 4.9 eV


Most stable pick: (2). Distance to second place: 273.8 kcal/mol.


(1)
C6H10S2 in the gas phase. Source: OMol25; level of theory: wB97M-V/def2-TZVPD.

The geometry in XYZ format:
```
18
Properties=species:S:1:pos:R:3:nbo_charge:R:1
C -1.24 -0.66 -2.70 -0.2072
C -1.45 -0.78 -1.48 -0.0422
C -1.64 -0.78 -0.07 -0.4394
S -3.38 -0.50 0.27 0.0152
C -0.71 0.40 0.63 -0.3920
C 0.74 0.37 0.11 -0.2720
C 1.69 -0.41 1.00 -0.6289
S 1.33 2.19 0.33 -0.0647
H -0.88 -0.64 -3.63 0.2191
H -1.55 -1.91 0.18 0.2630
H -3.34 0.89 0.13 0.1247
H -0.78 0.39 1.73 0.2339
H -1.23 1.31 0.26 0.2216
H 0.78 0.01 -0.87 0.2247
H 1.46 -0.10 2.05 0.2146
H 2.88 -0.10 0.91 0.2212
H 1.45 -1.50 0.85 0.2132
H 2.49 1.93 -0.01 0.0952
```

Summary:
* highest occupied orbital energy: -9.20 eV
* HOMO-LUMO gap: 10.0 eV


(2)
A molecular structure, C6H10S2. Source: OMol25; level of theory: wB97M-V/def2-TZVPD.

The geometry in XYZ format:
```
18
Properties=species:S:1:pos:R:3:nbo_charge:R:1
C -0.35 2.56 -0.69 -0.4137
C 1.09 1.79 -0.47 -0.4636
C 0.25 0.58 0.02 -0.2552
C -1.15 1.12 -0.20 -0.4364
C 0.60 -0.11 1.38 -0.4936
C -0.30 -1.92 -0.38 -0.7351
H -0.46 3.31 -1.84 0.2284
H -0.71 3.47 0.21 0.2144
H 1.93 1.71 -1.20 0.2427
H 1.64 2.29 0.45 0.2077
H -1.74 1.29 0.77 0.2405
H -1.62 0.44 -1.16 0.2396
H 1.63 -0.41 1.29 0.2289
H 0.60 0.61 2.32 0.2317
H 0.18 -3.08 -0.51 0.2405
H -1.24 -2.13 -0.97 0.2263
S -0.86 -1.37 1.25 0.2117
S 0.80 -0.61 -1.08 0.2851
```

Summary:
* highest occupied orbital energy: -8.55 eV
* HOMO-LUMO gap: 9.3 eV


(3)
3 unconnected molecules or ions with the total composition C6H10S2. Source: OMol25; level of theory: wB97M-V/def2-TZVPD.

The geometry in XYZ format:
```
18
Properties=species:S:1:pos:R:3:nbo_charge:R:1
C -1.50 2.02 -3.65 -0.1296
C -1.46 1.66 -2.51 -0.0945
C -0.87 1.67 -1.26 -0.3258
S -1.57 2.72 -0.16 0.0907
H -1.85 1.95 -4.64 0.2358
H -0.11 0.94 -1.01 0.2280
C 0.09 -0.40 1.58 -0.3978
C 0.99 -0.93 2.41 -0.1708
C 0.93 -1.25 3.78 -0.6530
H 0.34 -0.13 0.59 0.1763
H -0.87 -0.04 1.86 0.1887
H 1.92 -1.22 1.91 0.1860
H 1.03 -2.39 3.79 0.2239
H -0.16 -1.06 4.16 0.2111
H 1.73 -0.88 4.48 0.2352
S 1.04 -0.97 -3.53 -0.2924
H 0.20 -1.69 -4.26 0.1414
H 0.12 0.00 -3.52 0.1467
```

Summary:
* highest occupied orbital energy: -9.09 eV
* HOMO-LUMO gap: 7.7 eV


Most stable pick: (1). Distance to second place: 32.3 kcal/mol.


(1)
C4H7NS2 in the gas phase. Source: OMol25; level of theory: wB97M-V/def2-TZVPD.

The geometry in XYZ format:
```
14
Properties=species:S:1:pos:R:3:nbo_charge:R:1
S 4.29 -0.31 -0.53 0.0553
C 2.83 -0.11 0.17 -0.4728
S 1.62 1.09 -0.45 0.3057
C 0.17 0.54 0.48 -0.5618
C -0.71 -0.45 -0.22 -0.0956
C -2.17 -0.32 -0.07 -0.2450
N -1.54 -0.05 -1.35 -0.5869
H 2.49 -0.71 1.04 0.2002
H 0.52 0.10 1.40 0.2282
H -0.43 1.41 0.80 0.2300
H -0.34 -1.47 -0.25 0.2020
H -2.41 0.54 0.59 0.1776
H -2.79 -1.18 0.01 0.2024
H -1.54 0.91 -1.62 0.3606
```

Summary:
* highest occupied orbital energy: -8.87 eV
* HOMO-LUMO gap: 8.5 eV


(2)
A molecular structure, C4H7NS2. Source: OMol25; level of theory: wB97M-V/def2-TZVPD.

The geometry in XYZ format:
```
14
Properties=species:S:1:pos:R:3:nbo_charge:R:1
C 1.73 0.43 2.83 -0.0512
C 1.37 -0.34 1.70 -0.3897
C -0.46 0.73 -1.13 -0.5878
C 0.41 -0.53 -0.93 -0.5375
N 2.44 1.49 2.76 -0.5401
S 1.90 -0.01 0.12 0.4266
S 3.42 1.67 1.50 0.2210
H 1.25 0.31 3.85 0.2093
H 0.67 -1.05 1.86 0.2154
H 0.06 1.42 -1.62 0.1989
H -1.40 0.48 -1.80 0.2038
H -0.72 1.06 -0.16 0.2086
H 0.82 -0.83 -1.83 0.2071
H -0.27 -1.26 -0.60 0.2156
```

Summary:
* highest occupied orbital energy (alpha / beta): -7.75 / -7.75 eV
* HOMO-LUMO gap (alpha / beta): 6.7 / 6.7 eV


Most stable pick: (1). Distance to second place: 24.9 kcal/mol.